DFT (ωB97M-V/def2-TZVPD) results for a structure of composition C42H31F13HgI2N3OP in a non-equilibrium geometry.

Element x y z (Å)
Hg  10.223391  10.351394  13.826313
C  6.390632  6.299705  15.593394
C  6.976427  7.576531  16.129291
N  8.448167  7.845852  15.996150
C  9.318864  6.692772  15.763626
C  9.503902  6.391546  14.272090
C  8.892280  8.785813  17.050384
C  10.173325  9.555283  16.751685
N  10.031277  10.732614  15.941968
C  10.803400  11.802453  16.316538
C  10.297543  13.118384  16.247544
F  8.959602  13.190267  16.014787
C  11.041588  14.227469  16.583434
F  10.404930  15.420646  16.586832
C  12.388806  14.124770  16.991796
C  12.870209  12.790216  17.145627
F  14.073588  12.682894  17.759236
C  12.172634  11.699981  16.750166
F  12.755749  10.465376  16.985002
H  5.294994  6.322858  15.791805
H  6.680716  5.482936  16.242320
H  6.578535  6.114579  14.530027
H  6.751811  7.726808  17.230919
H  6.491788  8.470048  15.697333
H  8.918061  5.796846  16.292206
H  10.296961  6.874822  16.226233
H  9.527477  7.326457  13.675041
H  8.686820  5.774633  13.969941
H  10.396938  5.768946  14.125869
H  9.039403  8.148714  17.939846
H  8.109426  9.463922  17.312481
H  10.866267  8.816924  16.341268
H  10.552018  9.872619  17.735061
H  12.990029  15.004117  17.249293
I  6.107085  7.709031  10.772065
C  6.658859  9.686832  10.829220
C  6.273498  10.478061  9.730186
C  6.326355  11.883858  9.792791
I  5.719062  12.835398  8.025123
C  6.800468  12.596016  10.921596
C  6.703671  14.003852  11.153626
C  7.485300  14.550580  12.138389
C  8.251099  13.732545  13.015780
N  8.257533  12.423662  12.876743
C  7.439337  11.814911  11.946715
C  7.349584  10.332400  11.981032
O  7.908914  9.687771  12.901780
H  5.951034  10.012430  8.796267
H  6.004093  14.628591  10.577363
H  7.548624  15.612931  12.239483
H  8.788089  14.114379  13.862899
F  10.861150  8.429460  5.601126
C  9.893797  8.938323  6.376650
F  8.927302  7.962666  6.414971
F  9.308468  9.967248  5.624570
C  10.320101  9.359153  7.735845
C  10.991804  10.597859  7.935589
C  11.521815  10.881205  9.173526
C  11.385695  9.997142  10.295785
C  10.720418  8.813391  10.040285
C  10.153174  8.486968  8.832834
P  11.909018  10.465008  11.978910
C  13.151871  9.333810  12.707155
C  13.497312  9.592730  14.081714
C  14.104113  8.633405  14.865001
C  14.485923  7.404640  14.294834
C  14.245168  7.178612  12.950188
C  13.715028  8.174020  12.171318
C  15.330762  6.477059  15.061797
F  14.754523  5.871729  16.150605
F  15.832557  5.456462  14.320729
F  16.405901  7.186048  15.535888
C  12.708457  12.041330  11.840746
C  11.930888  13.160160  11.479753
C  12.512844  14.416916  11.402900
C  13.882965  14.627680  11.740106
C  14.630163  13.529496  12.179954
C  14.069820  12.273396  12.157021
C  14.369732  16.019270  11.631073
F  14.713997  16.367424  10.341993
F  15.489581  16.286589  12.384896
F  13.466932  16.951343  12.004845
H  11.175786  11.233444  7.086792
H  12.085786  11.825490  9.319067
H  10.625307  8.131502  10.886325
H  9.559119  7.566227  8.766259
H  13.177519  10.540751  14.557424
H  14.211015  8.792912  15.948184
H  14.424577  6.166553  12.509276
H  13.755197  8.058174  11.078321
H  10.838805  13.012045  11.259220
H  11.837804  15.269998  11.263972
H  15.677754  13.634924  12.507106
H  14.684407  11.432885  12.407280

Forces on atoms 1 to 2 (eV/Å):
Hg -1.19 -0.34 -0.17
C -0.90 -0.05 0.63

Output
- Kohn-Sham gap (alpha / beta): 4.0944 / 6.0495 eV
- HOMO (alpha / beta): -2.7 / -4.5 eV
- Electronic energy: -4247.00454 hartree
- ⟨S²⟩: 0.766
- F_max: 0.05841 Eh/bohr
- Energy above the lowest of the compared OMol25 structures with the same formula, charge and spin: 0.0000 eV
- Charge: -1
- M: 1326.08 g mol⁻¹
- Multiplicity: 2
- LUMO energy (alpha / beta): 1.44 / 1.59 eV

DFT (ωB97M-V/def2-TZVPD) results for a structure of composition C42H31N7SSbSeY.

Element x y z (Å)
Y  1.046249  1.159967  -0.479295
C  -1.269493  1.305545  -4.297021
C  -0.885293  0.202587  -5.063505
C  -0.148728  -0.797778  -4.479913
C  0.238333  -0.696489  -3.135031
N  -0.093239  0.398655  -2.411836
C  -0.857042  1.358509  -2.993404
N  0.896603  -1.775812  -2.602495
C  1.755638  -1.751259  -1.649366
N  2.233376  -0.654055  -0.945123
C  3.196520  -1.107172  -0.043247
N  3.909070  -0.449106  0.793688
C  3.988676  0.916423  0.961023
C  5.009225  1.355310  1.815731
C  5.210852  2.697188  2.023896
C  4.387816  3.617469  1.374531
C  3.391286  3.132825  0.571029
N  3.165135  1.812107  0.367080
C  3.305715  -2.575702  -0.165191
C  4.110770  -3.483779  0.492671
C  3.985786  -4.821292  0.130167
C  3.085362  -5.221264  -0.857609
C  2.283190  -4.296501  -1.518081
C  2.415053  -2.972761  -1.149155
H  -1.879804  2.095969  -4.708884
H  -1.177742  0.129610  -6.102514
H  0.148548  -1.682926  -5.022858
H  -1.146478  2.187435  -2.352598
H  5.626331  0.602937  2.283024
H  6.002709  3.036028  2.678140
H  4.522117  4.682187  1.494713
H  2.728820  3.813844  0.048218
H  4.813637  -3.160436  1.248373
H  4.603332  -5.566117  0.614252
H  3.021307  -6.268684  -1.120272
H  1.594965  -4.594102  -2.297584
Se  -0.527043  4.019214  1.268142
N  0.127708  3.462579  -0.317991
C  0.176742  4.521030  -1.125339
C  0.669352  4.530934  -2.462702
C  0.662534  5.706143  -3.141836
C  0.174185  6.925691  -2.564328
C  -0.300139  6.964816  -1.298938
C  -0.303294  5.753973  -0.536183
N  -0.710248  5.667055  0.715176
H  1.038998  3.623231  -2.925828
H  1.037590  5.733569  -4.156378
H  0.196369  7.824317  -3.164854
H  -0.670271  7.870510  -0.840059
S  0.259990  0.580630  1.985308
Sb  -1.538658  -0.880157  1.736317
C  -2.885375  -0.427951  3.266296
C  -2.478779  0.403165  4.303783
C  -3.367202  0.671672  5.335424
C  -4.638646  0.115664  5.321452
C  -5.035618  -0.711987  4.278863
C  -4.157951  -0.990667  3.242666
C  -2.553978  -0.661988  -0.085731
C  -2.324748  -1.556792  -1.128953
C  -3.070028  -1.447582  -2.293867
C  -4.018715  -0.440857  -2.418745
C  -4.228325  0.466048  -1.386971
C  -3.503731  0.352340  -0.208922
C  -0.812237  -2.837895  1.771964
C  -1.651923  -3.874475  1.369892
C  -1.183827  -5.178673  1.421896
C  0.103601  -5.434822  1.873159
C  0.932188  -4.395157  2.271241
C  0.479433  -3.085547  2.221258
H  -1.487452  0.835331  4.313834
H  -3.063377  1.311685  6.152664
H  -5.326018  0.326540  6.129247
H  -6.027275  -1.143171  4.272948
H  -4.471576  -1.637805  2.431604
H  -1.588905  -2.346705  -1.028994
H  -2.910748  -2.152373  -3.099479
H  -4.605527  -0.367531  -3.324868
H  -4.975533  1.241714  -1.487046
H  -3.698264  1.033407  0.612817
H  -2.657906  -3.676840  1.019006
H  -1.826016  -5.992974  1.115220
H  0.461697  -6.454530  1.918851
H  1.931861  -4.602693  2.623641
H  1.128480  -2.271440  2.523790

Forces on atoms 1 to 2 (eV/Å):
Y -0.19 0.30 0.34
C -0.06 0.08 0.00

Output
- Kohn-Sham gap: 6.9338 eV
- HOMO: -13.2 eV
- Electronic energy: -5080.26470 hartree
- F_max: 0.00953 Eh/bohr
- Energy above the lowest of the compared OMol25 structures with the same formula, charge and spin: 0.0837 eV
- Charge: +2
- M: 955.45 g mol⁻¹
- LUMO energy: -6.26 eV